P.
A cluster of 5 separate species, H10O5 in total, computed with wB97M-V/def2-TZVPD.

Results
* SMILES: O.O.O.O.O
* HOMO-LUMO gap: 10.964 eV

Last column: Mulliken charge in e.
Element x y z (Å)
O1 2.53608 -1.00272 1.11713  -0.6549
H1 2.75384 -1.13468 0.19442  0.3136
H2 3.33496 -1.23916 1.58843  0.3044
O2 -1.04511 1.74970 -2.88823  -0.6271
H3 -0.73236 2.23944 -2.12759  0.3116
H4 -1.47038 2.40722 -3.43873  0.3074
O3 -0.62414 -0.38230 -0.35910  -0.6869
H5 -0.17984 0.00516 0.39503  0.3096
H6 -0.49165 0.24913 -1.06619  0.3233
O4 -3.31472 -1.12358 -1.00612  -0.6211
H7 -3.16805 -2.05680 -0.85176  0.2990
H8 -2.43729 -0.74116 -1.01598  0.3777
O5 1.89577 0.53350 3.34350  -0.6509
H9 1.00117 0.36464 3.63914  0.3162
H10 1.94172 0.13160 2.47598  0.3781

=====

Q.
A cluster of 5 separate species, H10O5 in total, computed with wB97M-V/def2-TZVPD.

Results
* SMILES: O.O.O.O.O
* HOMO-LUMO gap: 10.260 eV

Last column: Mulliken charge in e.
Element x y z (Å)
O1 -2.35431 0.46621 -0.56822  -0.6081
H1 -1.39273 0.40090 -0.57722  0.2984
H2 -2.58054 0.46712 0.36869  0.3125
O2 1.83784 0.88859 1.29902  -0.6635
H3 1.53300 0.01971 1.01422  0.2489
H4 2.68984 0.99347 0.86075  0.3300
O3 0.39740 -3.43308 1.50521  -0.6147
H5 0.77752 -4.22372 1.10597  0.3280
H6 0.76247 -2.70877 0.98455  0.2891
O4 2.27626 2.85687 1.97725  -0.5821
H7 1.63401 2.47430 1.36885  0.3867
H8 3.09547 2.38995 1.77758  0.2791
O5 -2.44905 -0.58464 -4.15358  -0.6282
H9 -2.00346 0.06714 -3.60075  0.3093
H10 -2.18070 -1.43168 -3.78007  0.3148

=====

Relative energies, in hartree, with the most stable structure set to zero: P 0.0000; Q 0.0560.

=====

P.
The molecule C2H2OS, computed with wB97M-V/def2-TZVPD.

Results
* SMILES: O=CC=S
* HOMO-LUMO gap: 8.074 eV

Last column: Mulliken charge in e.
Element x y z (Å)
O1 1.17977 0.27151 -1.55467  -0.4342
C1 0.63109 -0.11335 -0.53075  0.1260
C2 -0.68603 0.25562 0.34029  -0.1383
S1 -0.80407 -0.39706 1.79736  -0.1536
H1 1.09934 -0.93992 0.04219  0.2720
H2 -1.42010 0.92319 -0.09442  0.3281

=====

Q.
The molecule C2H2OS, computed with wB97M-V/def2-TZVPD.

Results
* HOMO-LUMO gap: 10.057 eV

Last column: Mulliken charge in e.
Element x y z (Å)
C1 0.19609 0.68654 -0.32653  -0.2496
C2 0.75864 -0.29883 0.32104  -0.2620
O1 -1.87198 -0.92886 -0.23735  -0.5331
S1 -1.07867 -0.06659 0.64472  0.3499
H1 0.13001 1.50748 -0.94077  0.4184
H2 1.86591 -0.89974 0.53889  0.2764

=====

Relative energies, in hartree, with the most stable structure set to zero: P 0.0000; Q 0.0696.

=====

P.
A cluster of 2 separate species, C4H14NO in total, computed with wB97M-V/def2-TZVPD.

Results
* charge: +1
* HOMO-LUMO gap: 11.147 eV

Last column: Mulliken charge in e.
Element x y z (Å)
C1 0.86866 1.61459 -0.43423  -0.5778
C2 1.40252 0.21777 0.00620  -0.7031
C3 0.59558 -0.56038 1.03393  -0.0164
C4 0.75414 -2.01020 0.64590  -1.4999
N1 -0.67323 1.52116 -0.72229  -0.1853
H1 1.06575 2.40782 0.23607  0.3693
H2 1.29954 1.87594 -1.45010  0.3143
H3 1.73326 -0.30160 -0.80945  0.5350
H4 2.24320 0.52886 0.78880  0.2419
H5 1.10967 -0.54529 2.03687  0.3353
H6 -0.51306 -0.43601 1.08927  0.1639
H7 0.10118 -2.34464 -0.07485  0.3621
H8 0.54316 -2.72732 1.57345  0.3396
H9 1.74582 -2.35252 0.57378  0.4326
H10 -1.14415 0.58385 -0.77330  0.1424
H11 -0.81608 2.07928 -1.49964  0.3520
H12 -1.23774 1.84372 0.12805  0.4327
H13 -2.92637 -0.94813 0.15267  0.2877
H14 -2.12166 -1.19238 -1.31738  0.3637
O1 -2.26191 -0.58630 -0.38864  -0.6900

=====

Q.
A cluster of 2 separate species, C4H14NO in total, computed with wB97M-V/def2-TZVPD.

Results
* charge: +1
* HOMO-LUMO gap: 12.449 eV

Last column: Mulliken charge in e.
Element x y z (Å)
C1 -1.13264 0.84220 -0.33454  -0.5586
C2 -1.24223 0.40136 1.12178  -0.8178
C3 0.06199 0.27623 1.90459  -0.1611
C4 0.83327 -0.97690 1.56306  -1.3646
N1 -0.78915 -0.35638 -1.22373  -0.2027
H1 -0.27404 1.50274 -0.45579  0.2920
H2 -2.00426 1.33022 -0.75709  0.4217
H3 -1.74191 -0.56255 1.13736  0.3694
H4 -1.97763 1.07257 1.56120  0.3746
H5 -0.21894 0.25830 2.95815  0.3251
H6 0.72330 1.13004 1.76032  0.3062
H7 0.23608 -1.86929 1.38540  0.3778
H8 1.42108 -0.80823 0.66406  0.3619
H9 1.45542 -1.28901 2.40261  0.3440
H10 -1.65229 -0.84107 -1.45194  0.3619
H11 -0.41993 -0.02311 -2.11811  0.3560
H12 -0.08056 -0.87664 -0.71305  0.2075
H13 2.62517 -0.48306 -2.46315  0.3163
H14 2.01740 0.87715 -2.38306  0.3237
O1 1.75767 -0.05578 -2.35454  -0.6332

=====

Relative energies, in hartree, with the most stable structure set to zero: P 0.0770; Q 0.0000.

=====

P.
The molecule C5H15N3, computed with wB97M-V/def2-TZVPD.

Results
* SMILES: CNCCNCCN
* HOMO-LUMO gap: 9.852 eV

Last column: Mulliken charge in e.
Element x y z (Å)
C1 2.78733 -2.55167 -1.70704  -0.8192
N1 1.51207 -1.79134 -1.91173  -0.4170
C2 1.14318 -1.15472 -0.62384  -0.5292
C3 0.07051 -0.06815 -0.85791  -0.5879
N2 -0.24861 0.46501 0.49438  -0.3579
C4 -1.13370 1.65109 0.38686  -0.6592
C5 -1.49315 2.20608 1.74086  -0.5306
N3 -2.53167 1.40621 2.38367  -0.5785
H1 3.49663 -1.92618 -1.18014  0.3423
H2 2.67271 -3.55609 -1.30621  0.2808
H3 3.13706 -2.70594 -2.73716  0.2847
H4 0.79141 -2.47776 -2.10930  0.2557
H5 1.98602 -0.70425 -0.11556  0.3936
H6 0.75293 -1.92268 0.05339  0.2453
H7 0.36371 0.81552 -1.41614  0.3576
H8 -0.78453 -0.54878 -1.32691  0.2369
H9 -0.69940 -0.25462 1.05432  0.2881
H10 -0.38555 2.39421 0.03845  0.3170
H11 -1.94002 1.62094 -0.34672  0.3464
H12 -1.88137 3.23227 1.58300  0.3082
H13 -0.60368 2.38703 2.34235  0.4294
H14 -3.43614 1.62715 1.98931  0.1999
H15 -2.56928 1.47417 3.38559  0.1936

=====

Q.
The molecule C5H15N3, computed with wB97M-V/def2-TZVPD.

Results
* SMILES: NCCCCNCN
* HOMO-LUMO gap: 9.904 eV

Last column: Mulliken charge in e.
Element x y z (Å)
N1 -0.92337 1.39753 1.90541  -0.6342
C1 0.54870 1.28502 1.83485  -0.7877
C2 1.15043 1.14788 0.45484  -0.2828
C3 1.48557 -0.29836 0.00989  -0.8439
C4 0.34250 -1.31743 0.15605  -0.2761
N2 -0.22192 -1.84741 -1.06844  -0.3916
C5 -1.46604 -1.21133 -1.51309  -0.6288
N3 -1.32189 0.24260 -1.65731  -0.4422
H1 -1.35948 0.49713 2.04413  0.3172
H2 -1.27601 1.78642 1.03357  0.2701
H3 0.93074 2.17194 2.32535  0.2929
H4 0.84986 0.48831 2.51472  0.3658
H5 2.09585 1.70611 0.41533  0.3509
H6 0.55910 1.60634 -0.33494  0.2097
H7 1.90716 -0.25027 -0.98845  0.4026
H8 2.31178 -0.59749 0.64534  0.3795
H9 0.73171 -2.15744 0.71814  0.3213
H10 -0.43883 -0.92795 0.81259  -0.0105
H11 0.43550 -1.76901 -1.83386  0.2703
H12 -1.71807 -1.71548 -2.44312  0.3682
H13 -2.16295 -1.37613 -0.70572  0.3492
H14 -0.43113 0.47219 -2.08202  0.1784
H15 -2.02919 0.66683 -2.24326  0.2217

=====

R.
A cluster of 2 separate species, C5H15N3 in total, computed with wB97M-V/def2-TZVPD.

Results
* SMILES: C/N=C/N.CCNC
* HOMO-LUMO gap: 9.226 eV

Last column: Mulliken charge in e.
Element x y z (Å)
C1 0.94798 3.18176 -2.42713  -0.6610
N1 1.34401 1.84881 -2.09005  -0.5010
C2 1.08253 1.39305 -0.94003  -0.0461
N2 1.50711 0.17664 -0.52419  -0.3514
H1 0.39158 3.68818 -1.62316  0.2990
H2 0.32548 3.14697 -3.32367  0.2260
H3 1.83939 3.76734 -2.66220  0.2399
H4 0.53677 1.96330 -0.16788  0.2825
H5 1.90269 -0.40216 -1.24806  0.2352
H6 0.97968 -0.29335 0.21112  0.4031
C3 -2.07541 -0.64493 -0.02318  -1.1543
C4 -1.30469 -1.69475 0.76418  -0.4533
N3 -0.17997 -1.08870 1.46254  -0.3624
C5 0.57223 -2.03676 2.26284  -0.9933
H7 -2.50035 0.09990 0.64698  0.3169
H8 -1.41815 -0.14135 -0.72723  0.2513
H9 -2.88566 -1.11354 -0.57506  0.3742
H10 -0.89673 -2.44619 0.08080  0.3221
H11 -1.98647 -2.21202 1.46103  0.3839
H12 -0.52452 -0.33991 2.05881  0.2155
H13 -0.04193 -2.55224 3.01456  0.3330
H14 1.00360 -2.78820 1.60106  0.3100
H15 1.38081 -1.51185 2.76792  0.3301

=====

Relative energies, in hartree, with the most stable structure set to zero: P 0.0276; Q 0.0123; R 0.0000.

=====

P.
The molecule C5H15N3, computed with wB97M-V/def2-TZVPD.

Results
* HOMO-LUMO gap: 5.797 eV

Last column: Mulliken charge in e.
Element x y z (Å)
C1 1.99801 1.07824 1.34649  -0.9021
C2 1.38894 0.52045 -1.35868  -0.7046
N1 0.94307 0.98816 0.34389  -0.2455
H1 0.45810 1.86973 0.18325  0.4102
H2 1.69781 1.56512 2.27737  0.3721
H3 2.86370 1.55581 0.88324  0.3213
H4 2.28717 0.08540 1.70399  0.3035
H5 0.63759 0.78138 -2.09659  0.2262
H6 2.15870 1.28785 -1.44781  0.4236
H7 1.72688 -0.50506 -1.43742  0.2858
C3 -1.07145 -2.16579 -0.48769  -1.6467
C4 -0.79016 -0.69364 -0.48470  0.4066
N2 -1.71029 0.10633 -1.25638  -0.7138
N3 -1.32691 0.67109 1.57391  -0.5752
C5 -0.36290 -0.07754 0.76245  -0.1707
H8 -1.34115 0.53032 -2.09867  0.1207
H9 -2.50948 -0.42993 -1.60118  0.2218
H10 -1.88654 1.26082 0.96457  0.2633
H11 -1.77861 0.10515 2.28201  0.2335
H12 0.08727 -0.81648 1.42747  0.3471
H13 -2.13186 -2.40850 -0.27758  0.3376
H14 -0.50261 -2.71597 0.26590  0.3777
H15 -0.83528 -2.59294 -1.46788  0.3076

=====

Q.
The molecule C5H15N3, computed with wB97M-V/def2-TZVPD.

Results
* SMILES: CNCCNCCN
* HOMO-LUMO gap: 9.257 eV

Last column: Mulliken charge in e.
Element x y z (Å)
C1 -2.97163 0.43587 2.29323  -0.9718
N1 -2.07934 0.21206 1.03900  -0.4019
C2 -0.99354 -0.80611 1.15389  -0.4005
C3 -0.22070 -0.90357 -0.15257  -0.4029
N2 1.19183 -0.86938 0.27801  -0.3488
C4 2.10329 0.02487 -0.49110  -0.6118
C5 1.93761 0.03797 -2.11611  -0.3001
N3 1.85030 1.35985 -2.63827  -0.6353
H1 -2.48358 0.79486 3.09447  0.3843
H2 -3.91233 1.03039 2.21647  0.3268
H3 -3.63663 -0.43414 2.38042  0.2947
H4 -1.72843 1.12934 0.63056  0.2079
H5 -1.50761 -1.74128 1.37216  0.3034
H6 -0.21704 -0.49247 1.98111  0.2328
H7 -0.49282 -1.89199 -0.53270  0.1680
H8 -0.62176 0.05124 -0.67735  0.2854
H9 1.52209 -1.86988 0.27751  0.2414
H10 1.93705 0.99354 0.07881  0.2920
H11 3.14583 -0.29049 -0.33363  0.3279
H12 0.92894 -0.47389 -2.46147  0.2775
H13 2.87634 -0.33697 -2.54375  0.2747
H14 2.40329 2.12250 -2.17696  0.2120
H15 0.96880 1.91769 -2.67175  0.2445

=====

Relative energies, in hartree, with the most stable structure set to zero: P 0.0557; Q 0.0000.

=====

P.
The ion C4H10NSi with charge +1, computed with wB97M-V/def2-TZVPD.

Results
* SMILES: C#[N+][Si](C)(C)C
* charge: +1
* HOMO-LUMO gap: 10.677 eV

Last column: Mulliken charge in e.
Element x y z (Å)
C1 -2.83505 0.76683 0.06083  0.2217
N1 -1.78365 0.27919 -0.10090  -0.1455
Si1 0.04215 -0.22793 0.06014  0.4702
C2 0.56234 1.67219 0.30282  -1.0990
C3 0.19980 -1.36589 1.54293  -1.0138
C4 0.37700 -0.77813 -1.72132  -1.0169
H1 -3.64344 1.38835 0.27215  0.4315
H2 -0.01143 1.97913 1.10762  0.3860
H3 1.56735 1.79056 0.67836  0.3463
H4 0.31063 2.34711 -0.52429  0.3386
H5 1.25722 -1.29115 1.90415  0.3391
H6 -0.39451 -1.41433 2.41741  0.3828
H7 0.26038 -2.39066 1.14808  0.3403
H8 1.39768 -0.25079 -1.96728  0.2863
H9 0.56772 -1.87642 -1.74244  0.3283
H10 -0.23603 -0.60623 -2.52260  0.4038

=====

Q.
The ion C4H10NSi with charge +1, computed with wB97M-V/def2-TZVPD.

Results
* SMILES: CC[SiH2]C#C[NH3+]
* charge: +1
* HOMO-LUMO gap: 8.707 eV

Last column: Mulliken charge in e.
Element x y z (Å)
C1 -0.48852 -0.76539 -2.91250  -1.0250
C2 -0.79267 0.08034 -1.61290  -0.5721
Si1 0.83292 0.71618 -0.51404  0.4929
C3 0.97858 0.13049 1.38050  -0.6755
C4 0.75333 -0.02255 2.56322  0.4224
N1 0.41555 -0.61222 3.82215  -0.1983
H1 0.14138 -1.63045 -2.75958  0.3712
H2 -0.37033 -0.08741 -3.70789  0.3352
H3 -1.49723 -1.25683 -3.09000  0.2882
H4 -1.44952 0.95257 -1.93266  0.3385
H5 -1.28537 -0.43646 -0.67974  0.2501
H6 1.87413 -0.06146 -1.07928  -0.0801
H7 0.90812 2.22622 -0.52687  -0.0698
H8 -0.26626 -1.30560 3.73040  0.3302
H9 0.09304 0.29436 4.18890  0.4236
H10 1.21556 -0.97713 4.34790  0.3685

=====

Relative energies, in hartree, with the most stable structure set to zero: P 0.0000; Q 0.1366.